Here is C23H22N8ORuSe2 as an isolated structure from the OMol25 dataset. Energies are from ωB97M-V/def2-TZVPD.

Last column: Löwdin spin population.
Atoms and positions in Å:
Ru -0.59 0.40 0.23  0.1242
N 1.59 -0.83 3.81  -0.0008
C 1.21 -0.14 2.73  0.0004
N 0.26 -0.52 1.93  0.0116
C -0.50 -1.66 2.24  0.0063
N -1.55 -1.97 1.56  0.0011
N -1.79 -1.07 0.55  0.0087
C -2.83 -1.20 -0.19  -0.0023
C -2.93 -0.23 -1.27  -0.0015
C -3.96 -0.25 -2.21  -0.0004
C -3.94 0.67 -3.24  -0.0016
C -2.90 1.58 -3.32  -0.0003
C -1.92 1.55 -2.34  -0.0012
N -1.92 0.67 -1.34  -0.0013
C -0.09 -2.47 3.38  0.0002
C -0.74 -3.65 3.73  -0.0001
C -0.33 -4.37 4.83  -0.0001
C 0.74 -3.92 5.60  -0.0001
C 1.40 -2.75 5.28  -0.0001
C 0.97 -2.03 4.17  -0.0001
H 2.32 -0.45 4.40  0.0000
H 1.72 0.79 2.53  -0.0004
H -3.55 -1.99 -0.03  0.0000
H -4.75 -0.97 -2.11  0.0000
H -4.73 0.67 -3.98  -0.0001
H -2.85 2.32 -4.11  0.0000
H -1.10 2.27 -2.35  -0.0002
H -1.57 -3.98 3.12  0.0000
H -0.84 -5.29 5.10  0.0000
H 1.06 -4.49 6.47  0.0000
H 2.22 -2.39 5.88  0.0000
Se 2.58 1.42 -0.43  0.0000
N 0.86 1.95 -0.23  0.0018
C 0.83 3.26 -0.37  0.0024
C -0.35 4.07 -0.33  0.0274
C -0.22 5.40 -0.50  0.0065
C 1.06 6.03 -0.72  -0.0001
C 2.20 5.30 -0.79  0.0035
C 2.12 3.88 -0.62  0.0004
N 3.15 3.08 -0.68  0.0018
H -1.32 3.61 -0.15  0.0309
H -1.10 6.03 -0.46  0.0003
H 1.09 7.10 -0.84  -0.0001
H 3.16 5.75 -0.96  0.0002
Se -1.80 1.80 1.75  0.7796
C 1.60 -1.77 -4.34  0.0000
N 1.54 -1.80 -2.89  0.0006
C 2.35 -2.80 -2.21  0.0000
C 0.77 -0.97 -2.21  0.0006
O 0.68 -0.95 -0.97  0.0022
H 1.19 -2.69 -4.75  0.0000
H 2.63 -1.66 -4.67  0.0000
H 1.03 -0.93 -4.72  0.0000
H 2.25 -3.75 -2.73  0.0000
H 2.01 -2.90 -1.18  0.0000
H 3.40 -2.50 -2.21  0.0000
H 0.19 -0.27 -2.83  0.0000

Output
**Net charge**: +1
**Energy above the lowest of the compared OMol25 structures with the same formula, charge and spin**: 0.0 kJ/mol
**Molar mass**: 685.47 u
**Frontier orbital gap (spin up / spin down)**: 0.210 / 0.199 hartree
**Multiplicity**: 2
**Highest occupied orbital energy (spin up / spin down)**: -0.337 / -0.327 Eh

***

Here is an isolated molecule of C23H23FN2O5S from the OMol25 dataset. Energies are from ωB97M-V/def2-TZVPD.

Last column: natural (NBO) charge in e.
Atoms and positions in Å:
C -2.54 -3.91 0.67  -0.2503
O -1.96 -2.86 -0.07  -0.5131
C -0.60 -2.86 -0.24  0.2242
C 0.26 -3.73 0.43  -0.2979
C 1.63 -3.66 0.28  -0.1616
C 2.20 -2.75 -0.60  -0.0471
C 3.69 -2.59 -0.71  -0.4269
C 4.22 -1.77 0.48  -0.2136
N 3.50 -0.53 0.63  -0.6187
C 4.00 0.70 0.34  0.6610
O 5.18 0.91 0.15  -0.6124
C 2.92 1.74 0.29  -0.1266
C 3.06 2.98 0.88  -0.1891
C 2.01 3.89 0.83  -0.1875
C 0.83 3.58 0.17  -0.2284
C 0.70 2.34 -0.45  0.1422
N -0.44 1.99 -1.17  -0.8567
S -2.01 2.23 -0.71  2.3322
O -2.80 2.05 -1.89  -0.9402
O -2.13 3.44 0.02  -0.9220
C -2.49 0.87 0.39  -0.4290
C -3.77 0.38 0.25  -0.1586
C -4.26 -0.58 1.11  -0.2324
C -3.46 -1.06 2.14  -0.1771
C -2.16 -0.59 2.29  -0.2917
C -1.69 0.38 1.41  0.4853
F -0.43 0.82 1.57  -0.3265
C 1.75 1.44 -0.39  -0.1930
C 1.34 -1.93 -1.32  -0.2693
C -0.04 -1.94 -1.14  0.3193
O -0.72 -0.94 -1.80  -0.5567
C -1.98 -1.22 -2.40  -0.2620
H -2.25 -3.86 1.73  0.1754
H -2.28 -4.88 0.26  0.1839
H -3.62 -3.75 0.59  0.2028
H -0.15 -4.46 1.12  0.2217
H 2.26 -4.33 0.84  0.2056
H 4.18 -3.56 -0.72  0.2187
H 3.93 -2.07 -1.64  0.2163
H 4.13 -2.35 1.40  0.1902
H 5.27 -1.51 0.32  0.2391
H 2.51 -0.61 0.79  0.4031
H 3.98 3.23 1.40  0.2272
H 2.11 4.85 1.31  0.2173
H 0.01 4.27 0.15  0.2461
H -0.36 1.10 -1.66  0.4347
H -4.37 0.78 -0.56  0.2488
H -5.26 -0.95 0.99  0.2221
H -3.84 -1.80 2.82  0.2191
H -1.51 -0.95 3.07  0.2333
H 1.64 0.49 -0.89  0.2036
H 1.74 -1.25 -2.05  0.2239
H -2.32 -0.27 -2.79  0.2128
H -2.70 -1.60 -1.67  0.2029
H -1.86 -1.95 -3.21  0.1760

Output
**Net charge**: 0
**Energy above the lowest of the compared OMol25 structures with the same formula, charge and spin**: 197.0 kJ/mol
**Molar mass**: 458.51 u
**Frontier orbital gap**: 0.334 hartree
**Multiplicity**: 1
**Structure (SMILES)**: COc1ccc(CCNC(=O)c2cccc(NS(=O)(=O)c3ccccc3F)c2)cc1OC
**Highest occupied orbital energy**: -0.320 Eh

***

Here is C23H23FNO3Sn as an isolated structure from the OMol25 dataset. Energies are from ωB97M-V/def2-TZVPD.

Last column: natural (NBO) charge in e.
Atoms and positions in Å:
Sn 2.46 0.65 -1.58  1.6768
C 5.71 -0.03 1.22  -0.6892
C 4.77 1.10 1.08  0.1817
C 4.92 2.06 0.07  -0.2897
C 4.05 3.13 -0.01  0.1417
C 4.21 4.18 -1.05  -0.6809
C 2.97 3.23 0.95  -0.0569
C 2.77 2.29 1.96  -0.0347
C 1.66 2.43 2.95  -0.6471
C 3.68 1.24 2.02  -0.0598
H 5.35 -0.89 0.64  0.2875
H 5.79 -0.37 2.25  0.2735
H 6.70 0.21 0.82  0.2760
H 5.81 2.04 -0.55  0.2599
H 3.62 3.93 -1.94  0.2632
H 5.25 4.28 -1.37  0.2758
H 3.84 5.15 -0.70  0.2706
H 2.36 4.12 0.95  0.2497
H 0.76 1.92 2.59  0.2344
H 1.40 3.47 3.12  0.2557
H 1.92 1.97 3.91  0.2589
H 3.61 0.53 2.84  0.2527
C -3.55 -3.87 -1.91  -0.6314
C -3.38 -3.42 -0.46  -0.0341
C -4.68 -3.05 0.23  -0.4191
C -5.30 -1.80 -0.39  -0.4768
C -4.30 -0.70 -0.55  0.1442
C -4.72 0.60 -0.73  -0.2585
C -3.78 1.61 -0.82  0.5306
F -4.17 2.85 -0.95  -0.2211
C -2.39 1.36 -0.76  -0.0822
C -1.93 0.07 -0.63  -0.1969
C -0.50 -0.21 -0.68  0.5459
O 0.33 0.73 -0.88  -0.7778
C -0.14 -1.58 -0.51  -0.2672
C -1.11 -2.52 -0.40  0.1763
N -2.44 -2.26 -0.43  -0.2711
C -2.88 -0.99 -0.52  0.3169
C 1.30 -2.06 -0.48  0.7976
O 1.53 -3.16 -0.07  -0.4877
O 2.20 -1.21 -0.92  -0.9795
H -4.25 -4.70 -1.94  0.2675
H -2.61 -4.24 -2.32  0.2386
H -3.92 -3.07 -2.55  0.2182
H -2.91 -4.22 0.11  0.2494
H -4.49 -2.87 1.29  0.2360
H -5.37 -3.89 0.17  0.2750
H -6.14 -1.44 0.21  0.2832
H -5.74 -2.01 -1.37  0.2814
H -5.77 0.84 -0.78  0.2881
H -1.69 2.19 -0.84  0.2705
H -0.81 -3.56 -0.29  0.2841

Output
**Net charge**: +3
**Molar mass**: 499.15 u
**Frontier orbital gap (spin up / spin down)**: 0.226 / 0.207 hartree
**Multiplicity**: 1
**Highest occupied orbital energy (spin up / spin down)**: -0.691 / -0.672 Eh

***

Here is C23H23IrN4OS as an isolated structure from the OMol25 dataset. Energies are from ωB97M-V/def2-TZVPD.

Last column: Löwdin spin population.
Atoms and positions in Å:
Ir 0.62 -0.74 0.14  -0.0032
N 3.88 -2.86 1.80  0.0009
C 2.71 -2.47 1.36  -0.0005
S 2.61 -1.52 -0.16  -0.0004
N 1.59 -2.84 1.97  0.0079
N 0.51 -2.27 1.43  -0.0079
C -0.69 -2.80 1.65  0.0020
C -0.91 -3.87 2.60  0.0138
C -1.71 -4.98 2.26  0.2795
C -1.89 -6.02 3.17  0.1854
C -1.31 -5.94 4.45  0.0110
C -0.53 -4.85 4.81  0.2596
C -0.31 -3.83 3.89  0.2117
C -1.72 -2.24 0.76  -0.0010
C -3.06 -2.55 0.81  0.0057
C -3.91 -2.04 -0.18  0.0010
C -3.39 -1.23 -1.17  0.0020
C -2.05 -0.89 -1.13  0.0014
N -1.25 -1.37 -0.17  0.0006
H 4.73 -2.65 1.31  0.0000
H 3.94 -3.42 2.64  0.0000
H -2.11 -5.07 1.26  0.0087
H -2.47 -6.89 2.89  0.0052
H -1.48 -6.74 5.16  -0.0028
H -0.12 -4.78 5.80  0.0088
H 0.28 -2.96 4.17  0.0062
H -3.46 -3.17 1.60  0.0021
H -4.96 -2.28 -0.16  0.0000
H -4.02 -0.82 -1.95  0.0001
H -1.60 -0.21 -1.84  0.0000
C 0.96 6.77 -3.82  0.0001
C 0.96 5.52 -3.02  0.0005
C 1.85 5.35 -1.95  0.0001
C 1.87 4.20 -1.20  0.0002
C 2.84 4.10 -0.07  0.0000
C 0.95 3.14 -1.55  0.0005
C 1.05 1.98 -0.80  -0.0003
O 0.33 0.90 -0.94  0.0009
C 0.02 3.31 -2.65  0.0001
C -0.97 2.27 -3.04  0.0000
C 0.06 4.49 -3.34  0.0001
H 1.66 7.51 -3.44  0.0000
H -0.05 7.20 -3.84  0.0000
H 1.21 6.54 -4.86  0.0000
H 2.53 6.16 -1.70  0.0000
H 3.40 5.03 0.03  0.0000
H 3.58 3.31 -0.23  0.0000
H 2.34 3.91 0.89  0.0000
H 1.81 1.95 -0.02  0.0001
H -0.48 1.33 -3.32  0.0000
H -1.56 2.61 -3.89  0.0000
H -1.66 2.06 -2.21  0.0000
H -0.62 4.63 -4.17  0.0000

Output
**Net charge**: +3
**Energy above the lowest of the compared OMol25 structures with the same formula, charge and spin**: 33.0 kJ/mol
**Molar mass**: 595.75 u
**Frontier orbital gap (spin up / spin down)**: 0.207 / 0.119 hartree
**Multiplicity**: 2
**Highest occupied orbital energy (spin up / spin down)**: -0.609 / -0.609 Eh

***

Here is a 2-piece molecular cluster, C23H23N2O4S overall from the OMol25 dataset. Energies are from ωB97M-V/def2-TZVPD.

Last column: natural (NBO) charge in e.
Atoms and positions in Å:
C -5.96 -3.81 1.08  -0.6314
C -4.50 -3.58 0.83  0.0024
C -3.89 -2.41 1.29  -0.2274
C -2.53 -2.17 1.08  -0.1044
C -1.76 -3.10 0.38  -0.3575
S 0.02 -2.85 0.23  2.2741
N 0.27 -1.73 -1.03  -0.7206
C 1.35 -1.06 -1.28  0.2097
C 1.51 -0.52 -2.63  -0.1206
C 2.74 -0.13 -3.21  -0.1714
C 2.75 0.41 -4.50  -0.2228
C 1.56 0.58 -5.22  -0.1920
C 0.34 0.14 -4.68  -0.2189
C 0.33 -0.43 -3.40  -0.1439
O 0.45 -2.21 1.45  -0.9267
O 0.58 -4.11 -0.20  -0.9329
C -2.35 -4.29 -0.07  -0.1574
C -3.71 -4.52 0.14  -0.2330
H -6.29 -4.76 0.65  0.2116
H -6.16 -3.81 2.16  0.2218
H -6.56 -3.00 0.64  0.2226
H -4.50 -1.68 1.82  0.2142
H -2.07 -1.26 1.47  0.2458
H 2.19 -0.88 -0.58  0.2034
H 3.66 -0.27 -2.64  0.2186
H 3.70 0.72 -4.95  0.2130
H 1.57 1.08 -6.19  0.2107
H -0.60 0.25 -5.22  0.2140
H -0.60 -0.81 -2.95  0.2404
H -1.75 -5.03 -0.59  0.2404
H -4.18 -5.43 -0.22  0.2091
C 4.20 0.58 4.29  -0.6185
C 2.87 1.23 3.99  -0.0685
O 2.89 1.55 2.59  -0.5425
C 1.71 2.11 2.19  0.7307
C 1.78 2.54 0.81  -0.5635
C 0.87 3.47 0.29  0.0329
C -0.42 3.68 0.88  -0.3208
C -1.31 4.59 0.29  0.0217
N -0.99 5.30 -0.79  -0.5452
C 0.23 5.18 -1.34  0.0193
C 1.18 4.26 -0.87  -0.3244
O 0.75 2.22 2.97  -0.7242
H 4.28 0.37 5.36  0.1943
H 4.30 -0.36 3.75  0.2034
H 5.03 1.23 4.00  0.2015
H 2.05 0.54 4.21  0.1856
H 2.73 2.14 4.58  0.1737
H 2.67 2.26 0.25  0.1880
H -0.70 3.10 1.75  0.2452
H -2.30 4.72 0.72  0.1660
H 0.46 5.81 -2.21  0.1636
H 2.14 4.15 -1.38  0.1908

Output
**Net charge**: -1
**Energy above the lowest of the compared OMol25 structures with the same formula, charge and spin**: 0.0 kJ/mol
**Molar mass**: 423.51 u
**Frontier orbital gap**: 0.173 hartree
**Multiplicity**: 1
**Highest occupied orbital energy**: -0.102 Eh

***

Here is an isolated molecule of C23H23N3O from the OMol25 dataset. Energies are from ωB97M-V/def2-TZVPD.

Last column: natural (NBO) charge in e.
Atoms and positions in Å:
C 3.77 1.06 -4.53  -0.6502
C 3.51 0.07 -3.44  0.2837
C 4.35 -0.56 -2.58  -0.3199
C 3.55 -1.39 -1.77  -0.2858
C 2.25 -1.21 -2.20  0.2298
C 1.00 -1.72 -1.74  -0.0618
N 0.96 -2.53 -0.75  -0.1972
N -0.15 -3.09 -0.28  -0.2343
C -0.04 -3.46 1.12  -0.2144
C -0.67 -2.35 2.01  -0.2328
N -0.67 -1.14 1.22  -0.4464
C -0.57 0.14 1.89  -0.0807
C -0.02 1.18 0.94  -0.0223
C 1.14 1.13 0.20  -0.1950
C 1.44 2.19 -0.63  -0.2087
C 0.60 3.29 -0.72  -0.2067
C -0.57 3.34 0.02  -0.2288
C -0.88 2.28 0.85  0.0038
C -2.03 2.03 1.72  0.0175
C -3.15 2.80 1.97  -0.2171
C -4.12 2.31 2.84  -0.2107
C -3.96 1.08 3.44  -0.2112
C -2.83 0.30 3.20  -0.2132
C -1.87 0.78 2.33  -0.0282
C -1.65 -1.20 0.16  -0.2448
C -1.47 -2.55 -0.57  -0.2571
O 2.24 -0.31 -3.22  -0.4058
H 4.82 1.33 -4.53  0.2272
H 3.51 0.64 -5.50  0.2232
H 3.17 1.96 -4.38  0.2226
H 5.42 -0.45 -2.52  0.2236
H 3.86 -2.04 -0.97  0.2322
H 0.13 -1.35 -2.29  0.1734
H -0.55 -4.41 1.28  0.1888
H 1.02 -3.57 1.33  0.2243
H -0.06 -2.20 2.90  0.2091
H -1.68 -2.65 2.32  0.1594
H 0.10 0.01 2.74  0.2254
H 1.80 0.27 0.27  0.2320
H 2.35 2.17 -1.22  0.2160
H 0.85 4.11 -1.37  0.2112
H -1.23 4.20 -0.05  0.2097
H -3.28 3.77 1.50  0.2092
H -5.00 2.90 3.05  0.2127
H -4.72 0.71 4.12  0.2122
H -2.71 -0.66 3.68  0.2124
H -1.47 -0.36 -0.52  0.2120
H -2.69 -1.12 0.53  0.1803
H -2.19 -3.29 -0.22  0.2070
H -1.59 -2.44 -1.65  0.2143

Output
**Net charge**: 0
**Energy above the lowest of the compared OMol25 structures with the same formula, charge and spin**: 238.7 kJ/mol
**Molar mass**: 357.46 u
**Frontier orbital gap**: 0.292 hartree
**Multiplicity**: 1
**Structure (SMILES)**: Cc1ccc(/C=N/N2CCN(C3c4ccccc4-c4ccccc43)CC2)o1
**Highest occupied orbital energy**: -0.262 Eh